[1]
This record from the Open Molecules 2025 dataset describes a structure of composition C4H6OSc at a distorted geometry. The level of theory is ωB97M-V with the def2-TZVPD basis set.

The LUMO energy comes out at -0.2186 hartree. The net charge is +1.

Cartesian coordinates (Å):
O 1.295 -0.693 -0.471
C 0.573 0.316 1.696
C -0.299 1.217 1.048
H 0.031 -0.260 2.468
H 0.138 2.117 0.593
H -1.376 1.168 1.266
Sc 2.503 -0.289 0.977
C -0.008 -0.091 -1.161
C -0.971 -1.005 -1.397
H 0.301 0.651 -1.909
H -0.997 -1.838 -0.685
H -1.191 -1.292 -2.427


[2]
This record from the Open Molecules 2025 dataset describes a cluster of 4 separate species, C2H13NO4 in total at a distorted geometry. The level of theory is ωB97M-V with the def2-TZVPD basis set.

The LUMO energy comes out at 0.0195 hartree. The energy above the lowest of the compared OMol25 structures with the same formula, charge and spin is 45.1 kcal/mol. Its structure (SMILES) is CNCO.O.O.O.

Cartesian coordinates (Å):
C 0.311 -1.148 -0.759
N -0.925 -0.541 -1.285
C -1.891 -0.170 -0.310
O -2.349 -1.293 0.417
H -0.063 -1.889 -0.026
H 0.794 -0.376 -0.162
H 0.895 -1.702 -1.496
H -1.230 -1.286 -1.909
H -1.406 0.635 0.305
H -2.813 0.358 -0.603
H -2.179 -1.215 1.359
H 1.799 2.007 1.300
H 2.255 1.800 -0.107
O 1.473 1.849 0.413
H 3.460 -0.456 -1.651
H 2.690 0.903 -1.756
O 3.141 0.303 -1.156
H -0.529 0.473 1.402
H -0.861 1.458 2.310
O -0.650 0.516 2.383


[3]
This record from the Open Molecules 2025 dataset describes an isolated molecule of C24H29N3O2 at a distorted geometry. The level of theory is ωB97M-V with the def2-TZVPD basis set.

The LUMO energy comes out at 0.0255 hartree. The energy above the lowest of the compared OMol25 structures with the same formula, charge and spin is 494.8 kcal/mol. Its structure (SMILES) is CCN(CC)CCCN/C=C1\C(=O)N(Cc2ccccc2)C(=O)c2ccccc21.

Cartesian coordinates (Å):
C 6.307 0.064 1.794
H 6.421 1.128 1.542
H 5.924 -0.051 2.630
H 7.342 -0.312 1.740
C 5.560 -0.849 0.433
N 4.039 -0.576 0.688
C 3.555 0.744 0.612
C 3.936 1.516 -1.053
H 4.930 1.889 -1.052
H 3.889 0.684 -1.711
C 2.945 2.847 -1.240
N 1.554 2.256 -1.475
C 0.665 2.321 -0.711
C -0.547 1.926 -0.516
C -0.697 0.560 -1.387
N -1.904 -0.195 -0.943
C -2.886 0.053 -0.247
O -3.926 -0.570 -0.128
C -2.726 1.631 0.287
C -3.959 2.003 1.210
C -3.964 3.180 1.622
C -2.915 4.091 1.737
C -1.711 3.693 0.909
C -1.748 2.376 0.400
H -0.865 4.418 0.519
H -2.697 4.991 2.043
H -4.758 3.334 2.283
H -4.746 1.459 1.125
C -2.011 -1.507 -1.597
C -1.771 -2.619 -0.627
C -2.744 -3.478 -0.680
C -2.664 -4.629 0.176
C -1.532 -4.575 1.202
C -0.636 -3.736 1.099
C -0.767 -2.664 0.189
H 0.053 -1.614 0.177
H 0.249 -3.605 1.634
H -1.471 -5.384 2.180
H -3.396 -5.339 0.365
H -3.714 -3.446 -1.209
H -2.819 -1.608 -2.053
H -1.262 -1.453 -2.204
O 0.106 0.083 -1.960
H 1.440 1.166 -1.894
H 0.700 3.431 -0.041
H 3.457 3.038 -2.223
H 3.130 3.305 -0.436
H 4.210 1.342 1.274
H 2.588 0.958 0.492
C 3.250 -1.403 -0.121
C 3.177 -2.709 0.567
H 2.688 -2.482 1.506
H 2.706 -3.371 -0.055
H 4.156 -3.345 0.929
H 4.035 -1.768 -0.988
H 2.451 -0.958 -0.236
H 5.933 -0.428 -0.458
H 5.640 -1.735 0.755


[4]
This record from the Open Molecules 2025 dataset describes a cluster of 8 separate species, C4H26N2O7S in total at a distorted geometry. The level of theory is ωB97M-V with the def2-TZVPD basis set.

The LUMO energy comes out at 0.0130 hartree. The energy above the lowest of the compared OMol25 structures with the same formula, charge and spin is 13.9 kcal/mol. Its structure (SMILES) is NC[C@H](N)CCS.O.O.O.O.O.O.O.

Cartesian coordinates (Å):
N -0.223 1.174 0.871
C -0.903 -0.082 1.171
C -0.961 -0.868 -0.125
C -1.530 -2.270 0.021
S -1.174 -3.298 -1.502
C -2.328 0.137 1.676
N -2.546 0.377 3.094
H -0.741 1.669 0.135
H -0.170 1.848 1.627
H -0.396 -0.632 1.982
H 0.071 -1.040 -0.514
H -1.679 -0.419 -0.822
H -2.582 -2.257 0.217
H -0.900 -2.839 0.704
H -2.201 -3.079 -2.263
H -2.915 -0.778 1.460
H -2.758 0.868 0.984
H -3.011 1.248 3.297
H -1.699 0.298 3.645
H 3.056 -2.689 0.155
H 2.535 -2.618 -1.353
O 2.742 -2.121 -0.542
H 4.291 1.068 -1.288
H 3.417 -0.078 -1.189
O 3.780 0.506 -1.889
H 2.206 1.015 1.848
H 1.383 0.715 0.764
O 2.384 0.696 0.948
H 2.244 -1.289 3.840
H 1.807 -1.059 2.322
O 1.601 -1.494 3.159
H 1.213 1.821 -1.984
H 2.261 1.282 -2.825
O 1.436 1.783 -2.925
H -1.884 2.415 -1.462
H -0.848 3.346 -1.854
O -1.446 3.201 -1.099
H -0.652 1.685 -3.631
H -1.449 0.429 -3.503
O -1.432 1.327 -3.150


[5]
This record from the Open Molecules 2025 dataset describes a structure of composition C11H13FeO3S at a distorted geometry. The level of theory is ωB97M-V with the def2-TZVPD basis set.

The LUMO energy (alpha / beta) comes out at -0.1163 / -0.1813 hartree. The energy above the lowest of the compared OMol25 structures with the same formula, charge and spin is 0.0 kcal/mol. The net charge is +1. Its multiplicity is 5. The expectation value of S² is 6.070.

Cartesian coordinates (Å):
C -0.425 -2.999 1.890
S 0.838 -2.722 0.545
C 2.293 -2.703 1.637
H -1.005 -2.083 2.085
H -1.036 -3.769 1.389
H 0.059 -3.376 2.803
H 2.761 -1.709 1.687
H 1.995 -3.100 2.622
H 2.925 -3.429 1.103
O -1.766 2.717 1.077
C -1.380 2.921 -0.009
Fe -1.178 3.131 -1.794
C -2.669 2.291 -1.942
O -3.573 1.562 -1.809
C -1.751 4.785 -1.992
O -2.179 5.863 -1.862
C 0.380 -1.076 0.201
C 1.243 0.154 0.615
C 0.798 1.388 -0.114
C 0.301 1.354 -1.428
C -0.211 0.099 -1.954
C -0.113 -1.039 -1.235
H -0.537 -0.871 0.773
H 1.051 0.340 1.692
H 2.311 -0.132 0.547
H 1.098 2.376 0.277
H 0.772 2.020 -2.208
H -0.634 0.039 -2.964
H -0.366 -2.033 -1.632


[6]
This record from the Open Molecules 2025 dataset describes a cluster of 2 separate species, CH5N5 in total. The level of theory is ωB97M-V with the def2-TZVPD basis set.

The LUMO energy comes out at 0.0127 hartree. The energy above the lowest of the compared OMol25 structures with the same formula, charge and spin is 52.0 kcal/mol.

Cartesian coordinates (Å):
N 0.040 0.778 -1.075
C -0.499 -0.054 0.908
N -0.559 1.155 1.416
N 0.919 -0.103 -0.645
N 1.311 -1.134 -1.246
N -0.822 -1.208 1.086
H -0.253 0.539 -2.044
H -0.348 1.267 2.399
H -0.343 1.896 0.760
H 0.854 -1.187 -2.182
H -0.301 -1.949 0.625